# 1
This record from the OMol25 dataset describes a cluster of 2 separate species, C9H16N3O in total in a non-equilibrium geometry. The level of theory is ωB97M-V/def2-TZVPD.

CARTESIAN COORDINATES (ANGSTROEM)
C -0.49921 1.25625 0.01999
C -1.96978 1.01727 0.37477
C -0.91054 -0.92155 0.06449
C 0.18002 2.38904 -0.19507
C 2.87928 -0.36308 -0.51852
C 3.07717 0.23887 -1.78867
C -4.10964 -1.16461 -0.81077
C 2.96234 -0.49506 1.93591
C -3.47850 -0.85268 0.52368
N 0.09718 -0.05591 -0.05407
N -2.17791 -0.31239 0.24357
N 3.15908 0.14066 0.60128
O -2.75008 1.88638 0.68379
H 1.19533 2.42316 -0.48622
H -0.46988 3.35248 -0.11228
H -0.87095 -1.95499 -0.10871
H 3.63027 1.16767 -1.72110
H 2.13492 0.47555 -2.32228
H -4.68519 -0.35251 -1.03193
H -3.26716 -1.40197 -1.49093
H -4.71524 -2.07152 -0.89803
H 2.62997 0.29243 2.78526
H 2.28767 -1.31919 1.83986
H 3.91665 -0.83030 2.50545
H -4.07091 -0.22151 1.11482
H -3.42161 -1.76134 1.17376
H 3.43808 -0.34384 -2.68443
H 2.30388 -1.22301 -0.41270
H 3.50477 1.00572 0.76907

Force components x, y, z for each atom (eV/Å):
0.7 -1.5 0.4
1.1 3.0 -0.3
0.1 3.9 -0.4
-3.6 1.3 0.6
-0.9 -0.2 0.0
0.1 1.2 -3.2
1.4 -2.8 0.0
0.8 1.4 2.9
0.3 -3.5 0.1
-1.9 -1.6 -0.1
1.7 -0.3 1.1
-0.1 -2.5 2.9
-0.2 -0.6 -0.1
0.8 0.1 -0.2
1.6 -1.7 -0.2
0.3 -1.3 0.1
0.2 0.1 -0.1
-0.3 0.1 1.0
-1.4 2.1 -1.6
-0.7 0.7 -0.1
-0.2 0.2 0.6
0.0 -1.5 -2.6
-0.5 -0.3 0.1
-1.1 0.3 -1.9
-0.4 1.5 0.6
0.5 0.5 -0.6
0.5 -0.2 1.6
-0.5 -1.9 -0.2
1.7 3.5 -0.5

## Properties
Charge: +1
Gap between HOMO and LUMO, eV: 8.15

Löwdin atomic charge list, values in e, 2 entries: -0.2378, -0.3996

# 2
This record from the OMol25 dataset describes a structure of composition C26H36BF7InO24 in a non-equilibrium geometry. The level of theory is ωB97M-V/def2-TZVPD.

CARTESIAN COORDINATES (ANGSTROEM)
C 0.05008 3.35178 -0.17258
C 0.13253 4.20860 1.11634
C -1.00825 5.27371 1.14788
C -0.52235 6.53584 0.42144
O -1.29894 7.69962 0.54569
In -3.35274 7.42903 0.85974
C -4.16140 5.80977 -0.49771
B -4.94280 4.79455 0.39668
O -5.74421 5.21720 1.46979
O -4.89567 3.39031 0.14271
H 0.73424 3.70325 -0.95079
H 0.30862 2.31146 0.02464
H -0.97124 3.37085 -0.56181
H 1.11408 4.67349 1.22891
H -0.08377 3.51705 1.93774
H -1.21204 5.49902 2.19474
H -1.84773 4.79537 0.64247
H -0.33324 6.31102 -0.64579
H 0.47219 6.76528 0.85159
H -4.24524 8.95744 0.58761
H -3.60485 6.85697 2.55659
H -3.35134 5.25171 -0.98633
H -4.83065 6.20343 -1.27403
H -5.26858 5.15749 2.30617
H -4.61193 2.93711 0.94661
C -0.03522 1.54072 6.28113
C 0.98063 0.88241 5.38328
O 0.27969 0.79184 4.14897
C -0.60984 1.82640 4.12318
O -1.16524 2.20978 3.15096
O -0.76022 2.35984 5.36129
F 1.28934 -0.37821 5.80794
H -0.71404 0.81401 6.73309
H 0.41956 2.14150 7.06497
H 1.90858 1.45367 5.24945
C -1.12131 -1.43563 1.77032
C -0.29674 -2.67420 2.00661
O 0.65652 -2.60699 0.95631
C 0.82484 -1.28775 0.65820
O 1.72395 -0.86172 0.00645
O -0.15593 -0.54252 1.19745
F -1.02343 -3.80922 1.87233
H -1.92615 -1.60128 1.04694
H -1.53827 -1.02165 2.68621
H 0.22520 -2.69719 2.96549
C 0.68900 -1.65386 -2.76695
C 1.55642 -2.68086 -3.44459
O 0.95305 -2.80421 -4.72365
C 0.36409 -1.60328 -4.99812
O 0.00461 -1.27199 -6.07994
O 0.26504 -0.85167 -3.88285
F 1.50585 -3.88809 -2.81897
H -0.18376 -2.10639 -2.28999
H 1.22770 -1.06181 -2.03332
H 2.59444 -2.38379 -3.56408
C -0.36282 -6.80554 -3.41187
C 0.69800 -7.82359 -3.74707
O 0.67923 -8.66938 -2.61164
C -0.58579 -8.62261 -2.09968
O -1.02287 -9.39615 -1.31752
O -1.27349 -7.57573 -2.61897
F 1.92532 -7.25976 -3.86191
H 0.03240 -5.98106 -2.81734
H -0.85794 -6.40165 -4.29162
H 0.49225 -8.41522 -4.64140
C 5.46662 -0.86994 6.29918
C 6.44211 0.02946 5.58038
O 5.58472 0.98122 4.97297
C 4.47781 1.07292 5.75377
O 3.67645 1.94846 5.68740
O 4.41026 0.03965 6.62241
F 7.12649 -0.63238 4.61875
H 5.08394 -1.65679 5.64764
H 5.88183 -1.31964 7.19738
H 7.14894 0.54532 6.23285
C 3.55482 -2.71336 -7.06108
C 4.25372 -1.57926 -6.35289
O 5.58017 -2.05800 -6.23669
C 5.78978 -2.90834 -7.28386
O 6.85297 -3.28500 -7.64221
O 4.61225 -3.25444 -7.86155
F 3.74217 -1.37267 -5.11107
H 3.19960 -3.47166 -6.36159
H 2.72378 -2.38287 -7.67900
H 4.25416 -0.63574 -6.90053
C -5.31136 0.39082 -1.02287
C -6.27530 -0.39276 -0.17181
O -5.66564 -1.67423 -0.11153
C -4.32977 -1.48230 -0.24019
O -3.51116 -2.30866 0.02339
O -4.05693 -0.23915 -0.69279
F -7.49110 -0.51375 -0.75754
H -5.51383 0.26406 -2.08743
H -5.30261 1.45292 -0.78299
H -6.40285 -0.00600 0.84054

Force components x, y, z for each atom (eV/Å):
0.4 0.2 0.1
-1.2 -0.5 -0.3
1.7 -0.3 -0.3
0.0 0.8 0.2
-0.3 -0.7 0.0
-0.6 0.2 0.1
-0.2 -0.9 0.3
0.0 0.6 -0.4
0.1 -0.6 -0.1
0.6 0.2 0.3
-0.2 0.1 0.0
0.0 -0.1 0.0
0.1 0.0 -0.1
0.0 -0.1 0.1
0.5 0.4 -0.1
-0.4 0.2 -0.1
-0.3 0.3 0.3
-0.1 -0.2 0.1
0.0 -0.1 -0.1
0.3 -0.2 0.0
0.1 0.0 -0.1
-0.2 0.2 -0.2
0.2 0.3 0.2
0.0 0.4 0.1
-0.4 -0.1 0.1
-0.1 0.2 0.3
0.0 -0.1 -0.2
0.2 0.2 0.2
-0.3 0.2 -0.3
-0.2 -0.4 0.3
0.2 -0.2 0.0
0.0 0.0 -0.1
0.1 -0.1 -0.1
-0.1 0.2 -0.1
-0.5 -0.4 0.0
-0.5 0.3 0.1
-0.2 -0.2 -0.3
0.2 0.2 0.3
-0.1 0.3 0.0
0.1 -0.1 0.0
0.3 -0.2 0.0
0.1 0.0 0.0
0.3 -0.2 0.2
0.2 0.2 0.0
0.0 -0.1 0.0
0.0 0.3 0.2
-0.2 -0.3 0.2
0.3 0.2 0.0
-0.2 0.3 0.0
0.0 -0.1 0.0
0.1 -0.3 -0.1
0.0 0.0 -0.1
0.0 -0.1 -0.1
-0.1 0.2 -0.2
0.1 -0.2 0.1
-0.3 0.3 -0.1
0.3 0.1 0.3
-0.3 -0.1 -0.3
-0.2 0.0 0.3
0.1 0.0 0.0
0.3 -0.1 -0.1
0.0 -0.1 0.0
0.2 -0.1 0.0
-0.2 -0.1 0.1
0.1 0.0 0.0
0.0 -0.3 0.3
0.0 -0.1 -0.4
0.1 0.1 0.4
-0.2 0.2 -0.1
0.5 0.0 0.1
0.2 0.0 -0.1
0.0 0.1 0.0
0.1 0.1 -0.1
-0.1 0.1 0.1
0.1 0.0 -0.1
-0.3 -0.1 -0.2
0.0 -0.2 0.2
-0.1 0.2 -0.3
0.2 -0.3 -0.1
0.0 0.0 0.1
0.0 0.2 0.2
0.1 0.1 0.0
0.0 0.1 0.1
0.1 -0.1 -0.1
-0.1 0.1 0.1
0.1 0.5 0.0
-0.2 -0.1 -0.3
0.1 0.2 0.3
0.2 0.0 -0.2
-0.2 0.1 -0.2
-0.3 -0.3 0.1
0.0 -0.1 0.1
-0.1 -0.2 0.1
0.3 0.0 0.1
-0.1 0.0 0.0

## Properties
Charge: -1
Gap between HOMO and LUMO, eV: 6.10

Löwdin atomic charge list, values in e, 2 entries: -0.0964, -0.2407

Listing LUMO energy for the structures above in their given order: -0.146, 0.052 Eh.